1.
{"formula": "C5H7NO2", "method": "ωB97M-V/def2-TZVPD", "fmax_ev_per_a": 7.0, "e_above_lowest_ev": 5.258, "gap_ha": 0.318, "homo_ha": -0.31390, "symbols": ["C", "C", "C", "C", "C", "H", "H", "H", "H", "H", "H", "H", "N", "O", "O"], "positions_angstrom": [[1.739, -0.099, -0.545], [0.216, -0.297, -0.284], [-1.754, -1.116, 0.005], [-1.892, 0.253, 0.448], [-0.533, 0.741, -0.102], [3.312, -0.413, 0.761], [1.785, 0.028, 1.632], [1.888, 1.069, -0.679], [2.100, -0.577, -1.546], [-2.345, -1.983, 0.082], [-2.862, 0.714, 0.845], [-1.033, 2.477, 0.675], [2.265, -0.549, 0.741], [-0.549, -1.386, -0.301], [-0.120, 2.091, -0.211]], "lowdin_charge": [-0.2039, -0.2974, -0.1577, 0.0499, -0.3439, 0.0733, 0.1665, 0.1304, 0.1408, 0.1089, 0.1116, 0.2993, -0.0608, 0.0630, -0.0800]}

=====

2.
{"formula": "C5H7NO2", "method": "ωB97M-V/def2-TZVPD", "smiles": "O=C1NCC=CCO1", "fmax_ev_per_a": 7.5, "e_above_lowest_ev": 3.056, "gap_ha": 0.378, "homo_ha": -0.35840, "symbols": ["O", "C", "N", "C", "C", "C", "C", "O", "H", "H", "H", "H", "H", "H", "H"], "positions_angstrom": [[2.947, -0.314, -0.267], [1.740, -0.206, -0.179], [1.215, 0.932, 0.055], [-0.204, 1.365, 0.170], [-1.247, 0.480, -0.612], [-1.340, -0.792, -0.240], [-0.250, -1.504, 0.450], [0.968, -1.328, -0.435], [1.686, 1.676, -0.132], [-0.078, 2.504, -0.217], [-0.387, 1.456, 1.315], [-2.106, 0.927, -1.090], [-2.463, -1.202, -0.358], [-0.086, -1.345, 1.490], [-0.395, -2.648, 0.050]], "lowdin_charge": [0.0870, -0.6153, 0.0941, -0.1126, -0.0746, -0.1400, -0.1208, -0.0166, 0.0653, 0.1556, 0.1376, 0.0889, 0.1557, 0.1166, 0.1792]}

=====

3.
{"formula": "C5H7NO2", "method": "ωB97M-V/def2-TZVPD", "smiles": "CC(=O)[C@@H]1CN1C=O", "fmax_ev_per_a": 5.3, "e_above_lowest_ev": 3.595, "gap_ha": 0.382, "homo_ha": -0.36099, "symbols": ["C", "C", "O", "C", "C", "N", "C", "O", "H", "H", "H", "H", "H", "H", "H"], "positions_angstrom": [[2.097, 1.373, 0.123], [1.370, 0.094, -0.049], [1.917, -0.992, -0.486], [-0.049, -0.003, 0.504], [-0.516, -1.454, 0.651], [-0.757, -0.585, -0.566], [-2.037, 0.100, -0.467], [-2.177, 1.244, 0.033], [2.005, 1.575, 1.312], [1.618, 2.245, -0.370], [3.025, 0.957, -0.371], [-0.396, 0.991, 0.961], [-1.424, -1.584, 1.365], [0.268, -2.244, 0.654], [-2.912, -0.517, -0.539]], "lowdin_charge": [-0.0228, -0.3816, 0.0044, -0.2779, -0.0036, 0.0026, -0.2157, 0.0034, 0.1504, 0.0929, 0.1045, 0.1604, 0.1416, 0.1176, 0.1240]}

=====

4.
{"formula": "C5H7NO2", "method": "ωB97M-V/def2-TZVPD", "fmax_ev_per_a": 6.2, "e_above_lowest_ev": 3.777, "gap_ha": 0.363, "homo_ha": -0.33834, "symbols": ["C", "C", "C", "C", "C", "H", "H", "H", "H", "H", "H", "H", "N", "O", "O"], "positions_angstrom": [[-1.031, 0.581, 0.312], [0.202, 0.752, -0.620], [1.527, 0.298, 0.121], [0.708, -1.006, 0.180], [-0.514, -0.724, 0.921], [-2.901, 0.257, -0.092], [-0.960, 1.173, 1.234], [0.027, 1.515, -1.448], [2.401, 0.174, -0.484], [1.693, 0.999, 1.063], [1.246, -1.851, 0.487], [0.583, -0.884, -1.969], [0.062, -0.636, -1.113], [-2.214, 0.585, -0.641], [-0.828, -1.233, 2.049]], "lowdin_charge": [-0.1908, -0.2232, -0.0305, -0.2306, -0.2895, 0.0622, 0.1552, 0.1665, 0.0974, 0.1494, 0.1373, 0.1306, 0.0165, -0.0040, 0.0535]}

=====

| no. | calculated total energy (hartree) | E_LUMO (eV) |
| --- | --- | --- |
| 1 | -399.77232 | 0.099 |
| 2 | -399.85325 | 0.523 |
| 3 | -399.83345 | 0.572 |
| 4 | -399.82675 | 0.671 |